A structure of composition C6H14AgFNO6S2 in a non-equilibrium geometry. Source: the OMol25 dataset; level of theory: ωB97M-V/def2-TZVPD.

Values from the calculation:
- Multiplicity: 2
- Total charge: +2
- LUMO (spin up / spin down): -8.33 / -12.18 eV

Last column: natural (NBO) charge in e.
Atoms and positions in Å:
C1 -0.7293 -1.0456 3.2795  -0.561
C2 -1.3275 0.0738 2.3153  -0.114
O1 -2.1517 -0.4368 1.3429  -0.092
C3 -1.6248 -1.4028 0.4093  0.018
N1 -0.3451 -0.9813 -0.1236  -0.699
C4 -0.5185 -0.2201 -1.3886  -0.278
C5 0.8143 0.2389 -2.0680  -0.433
C6 1.7051 1.0884 -1.1552  -0.706
S1 0.9343 2.6907 -1.0361  2.374
O2 -0.1464 2.5481 -0.0960  -0.965
O3 0.5463 3.1136 -2.3555  -0.963
O4 1.9971 3.6834 -0.4804  -0.817
S2 0.7184 -2.2803 -0.2330  2.544
O5 0.3769 -3.2013 0.7785  -0.859
O6 2.0283 -1.7689 -0.3602  -0.864
F1 0.2718 -2.8373 -1.6013  -0.451
H1 -1.0530 -0.7686 4.2788  0.281
H2 0.3514 -0.9974 3.2464  0.253
H3 -1.1093 -2.0356 3.0586  0.248
H4 -1.9261 0.7727 2.8880  0.256
H5 -0.4848 0.6388 1.8861  0.299
H6 -2.3989 -1.5138 -0.3466  0.234
H7 -1.5654 -2.3466 0.9596  0.307
H8 -1.0666 0.7128 -1.0770  0.164
H9 -1.0843 -0.7762 -2.1393  0.233
H10 0.5588 0.8803 -2.9284  0.220
H11 1.3325 -0.6087 -2.5003  0.286
H12 2.6795 1.1986 -1.6332  0.288
H13 1.8991 0.6895 -0.1648  0.278
H14 2.7710 3.2009 -0.1509  0.532
Ag1 -1.4529 1.6911 -2.6046  0.988

Forces on the atoms, in the same order (eV/Å):
0.345 0.010 0.243
-0.582 0.894 0.528
0.341 -0.484 0.186
-0.109 0.471 -0.226
-0.743 -0.687 -0.470
0.987 0.541 -0.170
-0.576 -0.099 0.615
0.634 0.128 -0.662
-0.032 -0.082 0.785
-0.157 -0.068 0.146
-0.195 0.119 -0.355
-0.113 -0.386 -0.342
1.020 0.204 0.945
-0.265 -0.104 -0.117
-0.292 -0.003 -0.384
0.003 -0.235 -0.234
-0.182 0.159 0.019
0.107 -0.229 -0.178
0.016 -0.068 -0.210
-0.232 -0.027 -0.046
0.264 -0.388 -0.285
-0.149 0.161 -0.037
0.131 -0.013 0.093
0.198 -0.990 0.757
-0.138 -0.369 0.210
0.241 -0.417 -0.046
0.269 -0.074 0.170
0.009 0.141 -0.129
-0.306 -0.076 0.137
0.284 0.273 0.198
-0.776 1.697 -1.139

The molecule C6H14BBr in a non-equilibrium geometry. Source: the OMol25 dataset; level of theory: ωB97M-V/def2-TZVPD.

Values from the calculation:
- Energy relative to the best compared isomer or geometry (same formula, charge and spin): 0.0 kJ/mol
- SMILES: CCB(Br)[C@@H](C)CC
- LUMO: 0.18 eV

Last column: natural (NBO) charge in e.
Atoms and positions in Å:
B1 -0.8607 0.1488 0.1212  1.020
C1 1.9413 -0.7467 2.0727  -0.625
C2 -2.9791 0.7459 -1.2533  -0.592
C3 1.6794 0.4117 -0.7075  -0.629
C4 1.2426 -1.4568 0.8660  -0.385
C5 -1.5246 1.0962 -0.9161  -0.938
C6 0.6444 -0.5267 -0.3130  -0.607
Br1 -2.2609 0.1249 1.9881  -0.328
H1 1.1904 -0.2360 2.6833  0.222
H2 2.2935 -1.5621 2.6630  0.219
H3 2.8271 -0.0833 1.7527  0.206
H4 -3.5573 0.6563 -0.3563  0.226
H5 -3.4692 1.4781 -1.9274  0.210
H6 -3.0676 -0.1620 -1.9433  0.198
H7 1.2561 1.4002 -1.1621  0.208
H8 2.3669 0.0611 -1.4663  0.222
H9 2.3646 0.7673 0.0195  0.223
H10 1.9906 -2.0566 0.2194  0.192
H11 0.4075 -2.1119 1.1273  0.212
H12 -1.0042 1.1074 -1.8019  0.227
H13 -1.6516 2.1708 -0.4720  0.270
H14 0.1710 -1.2268 -1.1939  0.248

Forces on the atoms, in the same order (eV/Å):
0.698 0.614 0.327
-0.185 0.153 -1.692
-0.561 -0.818 -2.322
-0.042 3.644 -3.095
0.607 0.067 -2.958
-2.521 1.432 2.641
-3.861 -2.493 2.849
2.078 -0.386 -1.930
0.268 0.352 -0.212
0.635 -0.408 0.640
-1.549 -1.015 0.679
-0.471 -0.323 0.233
0.455 0.175 0.655
0.243 0.610 1.429
0.599 -1.600 0.594
-0.082 -0.545 -0.464
0.078 0.096 1.309
-0.774 0.436 1.608
0.433 -0.098 0.525
1.622 0.368 -1.979
0.856 -1.727 -0.620
1.475 1.468 1.785

A cluster of 3 separate species, C6H14BBrO12PS3 in total. Source: the OMol25 dataset; level of theory: ωB97M-V/def2-TZVPD.

Values from the calculation:
- Total charge: -1
- LUMO: 1.91 eV

Last column: natural (NBO) charge in e.
Atoms and positions in Å:
O1 -1.7332 -5.3969 2.4098  -0.978
P1 -2.6579 -4.0315 2.3000  0.931
Br1 -3.6200 -3.9925 4.3105  -0.271
C1 -1.2408 -2.8338 2.5101  -0.241
O2 -0.6073 -2.8336 3.7213  -0.706
B1 -0.8024 -1.4881 4.3974  0.447
O3 -1.1823 -0.6136 3.2044  -0.690
C2 -1.6675 -1.3519 2.2171  0.478
O4 -3.0739 -1.1679 2.1119  -0.734
S1 -1.0041 -0.7479 0.5332  -0.187
H1 -2.2327 -6.1408 2.0670  0.484
H2 -0.5693 -3.2094 1.7190  0.174
H3 -1.7153 -1.5187 5.2109  -0.143
H4 0.2465 -1.0982 4.8839  -0.136
H5 -3.3911 -1.6652 1.3485  0.467
H6 -0.0646 -1.6817 0.3449  0.104
C3 -1.3008 4.0994 -2.8127  -0.098
C4 -1.0749 3.7792 -1.3455  -0.100
O5 -1.7622 2.5333 -1.1742  -0.673
S2 -1.6276 1.6419 -2.4789  2.562
O6 -0.5270 0.7520 -2.3646  -0.916
O7 -2.9121 1.1684 -2.8371  -0.888
O8 -1.1730 2.8253 -3.4630  -0.696
H7 -2.3019 4.4945 -2.9915  0.192
H8 -0.5501 4.7645 -3.2306  0.208
H9 -1.5236 4.4991 -0.6677  0.217
H10 -0.0177 3.6476 -1.1090  0.197
C5 2.9838 -0.2253 -1.1113  -0.097
C6 2.6631 0.7182 -2.2531  -0.107
O9 3.7365 1.6826 -2.1945  -0.698
S3 5.0855 0.9684 -1.7525  2.556
O10 5.8601 0.6155 -2.8916  -0.916
O11 5.6716 1.7390 -0.7140  -0.906
O12 4.4231 -0.3539 -1.1779  -0.695
H11 2.7030 0.1864 -0.1423  0.211
H12 2.5536 -1.2142 -1.2352  0.218
H13 1.7200 1.2312 -2.1205  0.237
H14 2.6868 0.2187 -3.2223  0.192

Forces on the atoms, in the same order (eV/Å):
0.060 0.114 0.000
0.003 0.030 -0.166
-0.032 0.010 0.111
0.088 0.020 0.125
-0.069 0.048 0.057
0.057 -0.083 -0.054
-0.075 0.004 0.047
0.192 -0.003 -0.037
-0.053 -0.012 0.087
-0.144 -0.032 -0.068
-0.059 -0.124 -0.021
-0.021 -0.004 -0.017
-0.004 0.013 -0.007
0.012 0.001 -0.022
0.032 0.051 -0.080
0.039 0.003 0.066
-0.013 0.020 0.009
0.072 0.019 0.003
-0.121 0.015 0.024
0.108 -0.086 0.062
0.022 -0.003 -0.173
-0.029 -0.015 -0.024
-0.003 0.075 0.037
0.001 0.000 0.010
0.016 -0.025 -0.013
-0.026 -0.026 0.009
-0.003 -0.002 -0.010
-0.049 0.020 0.037
0.011 -0.121 0.007
-0.080 0.059 0.017
0.082 0.004 -0.007
-0.009 -0.015 -0.006
-0.012 0.010 -0.004
-0.021 -0.039 0.010
0.003 0.007 -0.008
0.041 -0.015 -0.012
-0.015 0.099 -0.004
0.002 -0.016 0.015

The ion C6H14BN6O3 with charge +1 in a non-equilibrium geometry. Source: the OMol25 dataset; level of theory: ωB97M-V/def2-TZVPD.

Values from the calculation:
- SMILES: CCNc1nnn(CCC(=O)O)[n+]1B(N)O
- Total charge: +1
- LUMO: -3.97 eV

Last column: natural (NBO) charge in e.
Atoms and positions in Å:
C1 -2.9945 3.2125 -0.7914  -0.626
C2 -2.4059 1.8287 -0.5245  -0.215
N1 -1.5348 1.3635 -1.6462  -0.634
C3 -0.2537 0.9794 -1.3146  0.538
N2 0.8438 1.7017 -1.5490  -0.209
N3 1.8660 1.0179 -1.0936  0.054
N4 1.4357 -0.0975 -0.6016  0.078
C4 2.3305 -1.0871 0.0121  -0.232
C5 2.9320 -0.5847 1.3250  -0.531
C6 2.9178 -1.6772 2.3558  0.779
O1 3.8830 -2.1977 2.7781  -0.465
O2 1.6531 -2.1203 2.6336  -0.731
N5 0.1063 -0.1627 -0.6997  -0.358
B1 -0.7743 -1.3356 -0.1920  1.124
N6 -0.9009 -2.4284 -1.0394  -1.032
O3 -1.3588 -1.1732 1.0198  -0.896
H1 -4.0341 3.1372 -1.0877  0.223
H2 -2.9306 3.8227 0.1006  0.227
H3 -2.4551 3.6934 -1.5973  0.237
H4 -3.2064 1.1120 -0.3648  0.192
H5 -1.8048 1.8583 0.3797  0.197
H6 -1.9857 0.6553 -2.2120  0.401
H7 1.7771 -2.0082 0.1466  0.245
H8 3.1056 -1.2563 -0.7255  0.262
H9 2.3245 0.2401 1.6942  0.236
H10 3.9328 -0.2039 1.1782  0.265
H11 1.1744 -1.4621 3.1546  0.502
H12 -0.1786 -2.5747 -1.7315  0.410
H13 -1.1684 -3.3056 -0.6114  0.430
H14 -2.2959 -0.9472 1.0039  0.531

Forces on the atoms, in the same order (eV/Å):
-0.040 -0.280 -0.053
0.177 0.443 -0.167
-0.109 -0.627 0.227
-0.073 0.262 -0.001
0.255 -0.106 0.164
-0.040 0.169 -0.131
-0.121 0.249 -0.134
0.257 0.074 -0.142
-0.271 0.547 -0.072
-0.262 0.129 -0.498
0.820 -0.517 0.467
-0.336 -0.103 0.352
0.099 -0.334 0.025
-0.367 -0.166 -0.051
1.112 -0.090 0.550
-0.118 0.428 -0.211
-0.173 0.065 -0.051
-0.063 0.188 0.105
0.165 0.154 -0.043
-0.041 -0.216 0.028
0.137 -0.076 0.115
-0.059 0.120 -0.131
-0.239 -0.063 0.002
0.112 -0.107 -0.094
-0.083 0.120 0.078
0.204 -0.036 -0.008
-0.164 -0.045 -0.074
-0.339 -0.003 -0.374
-0.410 0.016 -0.182
-0.028 -0.196 0.302

no.,DFT total energy (a.u.)
1,-1785.6128
2,-2835.8199
3,-5274.7882
4,-815.9541